(1)
A molecular structure, C12H21N6PdSSi in a non-equilibrium geometry. Source: OMol25; level of theory: wB97M-V/def2-TZVPD.

- HOMO: -10.8 eV
- Frontier orbital gap: 6.635 eV
- ΔE to the lowest compared entry with this formula, charge and spin: 0.00 kJ/mol
- E_tot: -1613.7880 Eh
- Total charge: +1

Geometry (Å):
Pd  -0.21709  -0.03999  0.20556
C  -0.69279  -0.09723  -3.37374
C  -1.71147  0.54776  -2.49323
C  -2.82990  1.20373  -2.96698
C  -3.71954  1.79040  -2.06390
C  -3.51356  1.75250  -0.70362
C  -2.36723  1.08934  -0.25459
N  -1.54832  0.49259  -1.16353
N  -1.81979  0.87916  0.96928
Si  -2.28942  1.40344  2.54980
C  -0.66896  1.41351  3.49431
C  -3.02792  3.11676  2.46975
C  -3.48360  0.18621  3.29566
H  -1.08264  -0.21183  -4.38242
H  -0.40742  -1.07459  -2.99112
H  0.20829  0.51756  -3.42443
H  -3.01616  1.24453  -4.02997
H  -4.59635  2.29317  -2.45209
H  -4.19015  2.21842  -0.00308
H  0.02108  2.14366  3.06265
H  -0.19393  0.42798  3.47167
H  -0.81393  1.67601  4.54404
H  -2.45599  3.77566  1.81330
H  -3.02324  3.56114  3.46848
H  -4.06516  3.11079  2.13091
H  -3.06415  -0.82176  3.28407
H  -4.42225  0.16149  2.73763
H  -3.72203  0.44095  4.33084
C  5.29160  1.07974  1.16512
C  4.51640  -0.02006  0.54717
N  4.99644  -1.12711  0.08859
N  3.90865  -1.81174  -0.37696
C  2.75810  -1.16668  -0.21340
S  1.20342  -1.70593  -0.62727
N  3.13682  -0.00280  0.38551
N  2.23829  0.99689  0.73536
H  6.34479  0.81469  1.14268
H  4.99243  1.23635  2.20246
H  5.15081  2.01363  0.61940
H  4.02759  -2.72277  -0.78982
H  2.36348  1.26128  1.70625
H  2.36284  1.80310  0.13381

List of natural (NBO) charges in e, atom by atom: atom 1 (Pd): 0.814, atom 2 (C): -0.647, atom 3 (C): 0.258, atom 4 (C): -0.299, atom 5 (C): -0.100, atom 6 (C): -0.320, atom 7 (C): 0.423, atom 8 (N): -0.460, atom 9 (N): -1.000, atom 10 (Si): 1.786, atom 11 (C): -1.123, atom 12 (C): -1.133, atom 13 (C): -1.131, atom 14 (H): 0.239, atom 15 (H): 0.236, atom 16 (H): 0.232, atom 17 (H): 0.234, atom 18 (H): 0.232, atom 19 (H): 0.238, atom 20 (H): 0.224, atom 21 (H): 0.228, atom 22 (H): 0.255, atom 23 (H): 0.244, atom 24 (H): 0.253, atom 25 (H): 0.242, atom 26 (H): 0.245, atom 27 (H): 0.246, atom 28 (H): 0.249, atom 29 (C): -0.671, atom 30 (C): 0.365, atom 31 (N): -0.221, atom 32 (N): -0.350, atom 33 (C): 0.251, atom 34 (S): -0.160, atom 35 (N): -0.231, atom 36 (N): -0.639, atom 37 (H): 0.275, atom 38 (H): 0.243, atom 39 (H): 0.243, atom 40 (H): 0.445, atom 41 (H): 0.395, atom 42 (H): 0.394



(2)
A molecular structure, CHF3MgNO3S2Zn in a non-equilibrium geometry. Source: OMol25; level of theory: wB97M-V/def2-TZVPD.

- HOMO (alpha / beta): -11.2 / -11.1 eV
- Frontier orbital gap (alpha / beta): 3.490 / 3.470 eV
- E_tot: -3394.0376 Eh
- Total charge: +1

Geometry (Å):
Zn  1.74184  0.73561  -1.95203
N  1.25147  1.79548  0.75217
S  -0.15585  1.58776  -0.01846
O  0.08116  0.61237  -1.19465
S  2.61765  0.76888  0.44910
O  3.68276  -0.58538  0.11854
C  -1.03241  0.63993  1.32860
F  -0.97042  1.33422  2.45489
F  -0.43331  -0.52106  1.54550
F  -2.30467  0.44775  1.03660
Mg  -1.02592  -2.32224  -2.89793
O  -1.31094  -2.32158  -1.03802
H  -2.14137  -2.17174  -0.58431

List of natural (NBO) charges in e, atom by atom: atom 1 (Zn): 0.862, atom 2 (N): -0.993, atom 3 (S): 1.324, atom 4 (O): -1.155, atom 5 (S): 0.855, atom 6 (O): -0.701, atom 7 (C): 0.786, atom 8 (F): -0.285, atom 9 (F): -0.298, atom 10 (F): -0.303, atom 11 (Mg): 1.754, atom 12 (O): -1.339, atom 13 (H): 0.492



(3)
A gas-phase ion, C17H27N2O (charge +1). Source: OMol25; level of theory: wB97M-V/def2-TZVPD.

- HOMO: -11.0 eV
- Frontier orbital gap: 8.679 eV
- ΔE to the lowest compared entry with this formula, charge and spin: 0.00 kJ/mol
- Structure (SMILES): CCCC[N@H+](C)CCC(=O)Nc1ccc2c(c1)CCC2
- E_tot: -848.5508 Eh
- Total charge: +1

Geometry (Å):
C  -6.27068  -2.15011  -0.21332
C  -5.83734  -1.02508  -1.14554
C  -4.97407  0.03620  -0.45534
C  -3.62716  -0.53810  -0.02451
N  -2.68213  0.45936  0.53116
C  -3.16175  1.05674  1.78269
C  -2.24194  1.47631  -0.45297
C  -0.85711  2.03225  -0.10079
C  0.15527  0.91426  0.15117
O  -0.22708  -0.16241  0.63217
N  1.41476  1.20875  -0.14780
C  2.58880  0.43369  0.00949
C  2.57732  -0.87028  0.48635
C  3.76795  -1.57216  0.61188
C  4.95592  -0.96761  0.25587
C  4.96410  0.34368  -0.22375
C  3.78957  1.05054  -0.34868
C  6.36290  0.78439  -0.52596
C  7.14797  -0.53681  -0.56960
C  6.34884  -1.51161  0.31084
H  -6.98019  -2.79547  -0.72279
H  -6.75697  -1.74916  0.67289
H  -5.42866  -2.76408  0.09573
H  -6.72747  -0.53061  -1.53620
H  -5.29352  -1.44172  -1.99524
H  -5.51909  0.41481  0.40999
H  -4.81989  0.86050  -1.15352
H  -3.78004  -1.30001  0.74121
H  -3.14338  -1.01430  -0.88067
H  -1.73169  -0.04821  0.72839
H  -2.36016  1.61136  2.26486
H  -3.99492  1.73190  1.59324
H  -3.48760  0.27176  2.46155
H  -2.18854  0.99291  -1.43119
H  -2.96979  2.28947  -0.50627
H  -0.52645  2.67680  -0.91498
H  -0.90781  2.64567  0.80294
H  1.60198  2.13094  -0.52316
H  1.64820  -1.34020  0.75838
H  3.75400  -2.58535  0.98241
H  3.79368  2.06617  -0.72020
H  6.72352  1.42621  0.28241
H  6.43646  1.34665  -1.45616
H  7.17299  -0.91028  -1.59394
H  8.17357  -0.41785  -0.22778
H  6.70612  -1.48875  1.34391
H  6.41150  -2.54116  -0.03913

List of natural (NBO) charges in e, atom by atom: atom 1 (C): -0.613, atom 2 (C): -0.389, atom 3 (C): -0.423, atom 4 (C): -0.214, atom 5 (N): -0.401, atom 6 (C): -0.423, atom 7 (C): -0.215, atom 8 (C): -0.513, atom 9 (C): 0.685, atom 10 (O): -0.658, atom 11 (N): -0.561, atom 12 (C): 0.190, atom 13 (C): -0.264, atom 14 (C): -0.168, atom 15 (C): -0.012, atom 16 (C): 0.017, atom 17 (C): -0.245, atom 18 (C): -0.433, atom 19 (C): -0.385, atom 20 (C): -0.430, atom 21 (H): 0.232, atom 22 (H): 0.207, atom 23 (H): 0.198, atom 24 (H): 0.222, atom 25 (H): 0.202, atom 26 (H): 0.210, atom 27 (H): 0.211, atom 28 (H): 0.225, atom 29 (H): 0.221, atom 30 (H): 0.486, atom 31 (H): 0.227, atom 32 (H): 0.224, atom 33 (H): 0.236, atom 34 (H): 0.229, atom 35 (H): 0.231, atom 36 (H): 0.248, atom 37 (H): 0.244, atom 38 (H): 0.410, atom 39 (H): 0.244, atom 40 (H): 0.222, atom 41 (H): 0.205, atom 42 (H): 0.220, atom 43 (H): 0.223, atom 44 (H): 0.208, atom 45 (H): 0.221, atom 46 (H): 0.220, atom 47 (H): 0.226



(4)
A molecular structure, C33H36N5ORhSSe3Te2 in a non-equilibrium geometry. Source: OMol25; level of theory: wB97M-V/def2-TZVPD.

- HOMO (alpha / beta): -4.0 / -4.0 eV
- Frontier orbital gap (alpha / beta): 4.978 / 4.944 eV
- Spin multiplicity: 2
- ΔE to the lowest compared entry with this formula, charge and spin: 117.73 kJ/mol
- E_tot: -9877.2736 Eh
- Total charge: -1
- <S²>: 0.756

Geometry (Å):
Rh  0.26850  0.36795  -0.47961
C  -4.19533  -3.60395  -1.80618
C  -2.85349  -3.98103  -1.17826
N  -1.74801  -3.24831  -1.74464
C  -1.36343  -2.04535  -1.24313
S  -0.27281  -1.10372  -2.24160
N  -1.75917  -1.65647  -0.06868
N  -1.21995  -0.53687  0.40821
C  -1.66107  0.03452  1.54289
C  -2.80466  -0.59584  2.27284
C  -0.90436  1.11663  2.01769
C  -1.23981  1.90114  3.14788
C  -0.43832  2.93735  3.53005
C  0.74327  3.19279  2.80845
C  1.03433  2.40472  1.71688
N  0.25337  1.41560  1.30986
H  -5.01296  -4.09473  -1.28404
H  -4.22938  -3.89873  -2.85437
H  -4.33036  -2.52606  -1.73960
H  -2.64909  -5.05047  -1.29996
H  -2.86492  -3.73917  -0.11561
H  -1.51739  -3.41388  -2.71306
H  -3.41906  -1.15634  1.57079
H  -3.41733  0.15354  2.76664
H  -2.42042  -1.29057  3.02250
H  -2.14387  1.66151  3.68702
H  -0.70582  3.55769  4.37635
H  1.41583  3.98264  3.09749
H  1.94192  2.57569  1.14780
Se  2.18124  1.21348  -1.75679
Se  3.91496  1.89696  -0.62919
Te  3.01195  -2.57103  -1.04390
Se  1.66271  -1.31249  0.52246
C  -5.44952  4.49672  -6.06227
C  -4.88137  3.73625  -4.90051
C  -3.71709  2.99757  -5.02595
C  -3.18903  2.28313  -3.96033
C  -1.92536  1.51227  -4.16336
C  -3.84535  2.30109  -2.72603
Te  -3.17796  0.98180  -1.18499
N  -0.97244  1.93721  -1.03699
C  -0.37391  3.08448  -1.07118
O  0.88253  3.22047  -1.13998
C  -1.11609  4.38222  -0.97689
C  -0.44635  5.53004  -1.39401
C  -1.01614  6.77383  -1.21112
C  -2.25804  6.88035  -0.60548
C  -2.91796  5.74107  -0.17173
C  -2.34750  4.49363  -0.35258
C  -5.26371  0.23912  -0.89121
C  -5.81340  0.28133  0.38483
C  -7.06949  -0.22953  0.66042
C  -7.80502  -0.80361  -0.36192
C  -7.27359  -0.85350  -1.63801
C  -6.01220  -0.34193  -1.91554
C  -5.48187  -0.40506  -3.31433
C  -4.99128  3.07940  -2.57146
C  -5.72650  3.20508  -1.27388
C  -5.49760  3.77483  -3.66146
H  -4.86449  4.31662  -6.96121
H  -5.43804  5.56641  -5.85240
H  -6.48259  4.20315  -6.24910
H  -3.21440  2.96486  -5.98267
H  -1.67485  1.43204  -5.21939
H  -2.00685  0.50748  -3.74473
H  -1.09849  2.00538  -3.65068
H  0.53216  5.42967  -1.84128
H  -0.48297  7.66120  -1.53006
H  -2.70673  7.85468  -0.46537
H  -3.87626  5.82421  0.32187
H  -2.83709  3.59512  0.00832
H  -5.24762  0.75433  1.17947
H  -7.48163  -0.16116  1.66016
H  -8.79462  -1.19992  -0.17213
H  -7.84807  -1.29541  -2.44320
H  -5.90623  -1.25061  -3.85345
H  -4.39530  -0.49580  -3.29159
H  -5.72665  0.51088  -3.85240
H  -5.09763  2.90039  -0.44111
H  -6.61342  2.57116  -1.27660
H  -6.04670  4.23486  -1.12345
H  -6.40300  4.35423  -3.53741

List of Mulliken charges in e, atom by atom: atom 1 (Rh): -0.028, atom 2 (C): -0.703, atom 3 (C): -0.581, atom 4 (N): -0.130, atom 5 (C): 0.533, atom 6 (S): -0.393, atom 7 (N): -1.550, atom 8 (N): 1.665, atom 9 (C): 0.581, atom 10 (C): -1.837, atom 11 (C): 0.598, atom 12 (C): -0.953, atom 13 (C): -0.530, atom 14 (C): -0.895, atom 15 (C): 0.039, atom 16 (N): 0.355, atom 17 (H): 0.357, atom 18 (H): 0.345, atom 19 (H): -0.039, atom 20 (H): 0.359, atom 21 (H): 0.263, atom 22 (H): 0.242, atom 23 (H): 0.341, atom 24 (H): 0.503, atom 25 (H): 0.330, atom 26 (H): 0.424, atom 27 (H): 0.415, atom 28 (H): 0.466, atom 29 (H): -0.023, atom 30 (Se): 0.162, atom 31 (Se): -0.323, atom 32 (Te): -0.246, atom 33 (Se): -0.199, atom 34 (C): -1.633, atom 35 (C): 0.872, atom 36 (C): -1.089, atom 37 (C): 0.493, atom 38 (C): -1.369, atom 39 (C): 0.557, atom 40 (Te): 1.099, atom 41 (N): 0.464, atom 42 (C): 0.408, atom 43 (O): -0.692, atom 44 (C): -0.059, atom 45 (C): -0.574, atom 46 (C): -0.562, atom 47 (C): -0.496, atom 48 (C): -0.826, atom 49 (C): 0.328, atom 50 (C): -0.111, atom 51 (C): -0.294, atom 52 (C): -0.781, atom 53 (C): -0.673, atom 54 (C): -0.771, atom 55 (C): 0.881, atom 56 (C): -1.705, atom 57 (C): 1.486, atom 58 (C): -2.283, atom 59 (C): -0.857, atom 60 (H): 0.363, atom 61 (H): 0.325, atom 62 (H): 0.333, atom 63 (H): 0.295, atom 64 (H): 0.434, atom 65 (H): -0.099, atom 66 (H): 0.174, atom 67 (H): 0.432, atom 68 (H): 0.396, atom 69 (H): 0.377, atom 70 (H): 0.422, atom 71 (H): 0.266, atom 72 (H): 0.368, atom 73 (H): 0.412, atom 74 (H): 0.370, atom 75 (H): 0.410, atom 76 (H): 0.569, atom 77 (H): 0.115, atom 78 (H): 0.342, atom 79 (H): -0.038, atom 80 (H): 0.346, atom 81 (H): 0.595, atom 82 (H): 0.432



(5)
C4H5NOS2 in the gas phase in a non-equilibrium geometry. Source: OMol25; level of theory: wB97M-V/def2-TZVPD.

- HOMO: -8.6 eV
- Frontier orbital gap: 8.741 eV
- ΔE to the lowest compared entry with this formula, charge and spin: 223.08 kJ/mol
- Structure (SMILES): C=C/C(=N/S)OC=S
- E_tot: -1081.7083 Eh

Geometry (Å):
C  -2.04918  0.45809  0.26197
C  -0.91191  1.06556  0.02330
C  0.32019  0.48107  0.28335
N  1.41981  1.09020  -0.02799
S  2.86819  0.30052  0.23546
O  0.32759  -0.83368  0.75460
C  0.19375  -1.85591  -0.13866
S  0.40030  -1.73661  -1.71648
H  -2.97087  0.94036  -0.08904
H  -2.17297  -0.37372  0.90601
H  -0.92881  2.00973  -0.40738
H  3.59684  1.21253  -0.50232
H  -0.09293  -2.75815  0.41717

List of natural (NBO) charges in e, atom by atom: atom 1 (C): -0.322, atom 2 (C): -0.270, atom 3 (C): 0.465, atom 4 (N): -0.555, atom 5 (S): 0.214, atom 6 (O): -0.518, atom 7 (C): 0.014, atom 8 (S): 0.010, atom 9 (H): 0.203, atom 10 (H): 0.200, atom 11 (H): 0.233, atom 12 (H): 0.127, atom 13 (H): 0.199



(6)
C3H7N3O in the gas phase in a non-equilibrium geometry. Source: OMol25; level of theory: wB97M-V/def2-TZVPD.

- HOMO: -9.2 eV
- Frontier orbital gap: 10.185 eV
- ΔE to the lowest compared entry with this formula, charge and spin: 348.50 kJ/mol
- Structure (SMILES): C/N=C(\N)N1CO1
- E_tot: -357.9171 Eh

Geometry (Å):
C  -1.68429  -0.41994  1.16972
N  -0.71341  0.34800  0.43282
C  0.39137  -0.16933  0.09159
N  0.81930  -1.45805  0.23891
N  1.35910  0.65493  -0.52968
C  0.85255  1.66836  -1.43657
O  1.42548  0.53682  -1.95701
H  -2.04596  -1.27605  0.59092
H  -1.28075  -0.79273  2.11830
H  -2.52413  0.23787  1.38814
H  0.39156  -2.03057  0.94551
H  1.77190  -1.66240  -0.00977
H  1.45292  2.57282  -1.45189
H  -0.21563  1.79027  -1.59100

List of natural (NBO) charges in e, atom by atom: atom 1 (C): -0.444, atom 2 (N): -0.512, atom 3 (C): 0.535, atom 4 (N): -0.826, atom 5 (N): -0.195, atom 6 (C): 0.070, atom 7 (O): -0.366, atom 8 (H): 0.188, atom 9 (H): 0.178, atom 10 (H): 0.208, atom 11 (H): 0.396, atom 12 (H): 0.405, atom 13 (H): 0.170, atom 14 (H): 0.194